The following is a DFT calculation (ωB97M-V with the def2-TZVPD basis set) of 8 unconnected molecules or ions with the total composition C31H59N8O3P.

As for the HOMO-LUMO gap: 8.34 eV. Its SMILES is COCCNP(O)O.CCCC#N.CCCC#N.CCCC#N.CCCC#N.CCCC#N.CCCC#N.CCCC#N. Its net charge is 0. For the highest occupied orbital energy, the calculation gives -7.86 eV.

```
102
Properties=species:S:1:pos:R:3:forces:R:3:mulliken_charge:R:1
C -4.54434 5.25550 1.65803 -0.901 -0.322 0.892 -0.36
O -3.15556 5.29359 2.14258 -0.253 0.162 -2.276 -0.39
C -2.21545 5.54740 1.02551 0.710 0.685 0.014 0.04
C -1.95782 4.19901 0.12463 1.020 -0.232 1.576 0.32
N -1.50939 4.46588 -1.29515 -3.017 0.549 1.907 0.12
P -2.84255 4.97072 -2.36565 1.912 -0.158 -3.977 0.04
O -4.18544 3.86064 -2.34182 0.627 2.589 3.361 -0.42
O -3.35389 6.61228 -2.08860 -2.561 -1.961 1.358 -0.43
H -5.06447 6.31213 1.79778 1.186 -2.044 -0.561 0.25
H -4.63203 4.86861 0.55070 0.201 0.824 2.154 0.00
H -5.13059 4.49491 2.36626 1.340 1.609 -1.687 0.23
H -1.16658 5.87550 1.49173 -2.365 -0.766 -0.719 0.02
H -2.57585 6.48781 0.40031 0.549 -2.099 0.988 0.24
H -2.91002 3.51872 0.16897 1.872 1.311 -0.349 -0.50
H -1.06890 3.60934 0.65981 -2.061 1.058 -1.044 0.20
H -0.67548 5.09048 -1.34892 -1.048 -0.513 -0.252 0.05
H -4.73392 4.04658 -1.50909 0.674 -0.890 -1.387 0.30
H -4.37115 6.64942 -2.00162 2.207 0.088 -0.143 0.27
C 0.28438 1.33484 -5.02716 0.088 0.062 -0.068 -1.21
C -0.66247 0.23041 -4.57623 0.369 -0.077 -0.302 -0.36
C -1.56007 0.64543 -3.41055 -0.181 -0.205 -0.158 -0.18
C -0.79730 0.90385 -2.18210 0.479 0.379 1.043 0.22
N -0.19475 1.11290 -1.21233 -0.742 -0.413 -1.127 -0.53
H 0.99229 1.60613 -4.23830 -0.103 0.014 -0.046 0.33
H 0.86456 1.00150 -5.89318 -0.060 0.072 0.109 0.37
H -0.27072 2.23301 -5.31644 0.090 -0.060 0.056 0.31
H -0.07766 -0.65765 -4.30604 -0.209 0.071 0.011 0.18
H -1.29754 -0.05107 -5.42452 -0.018 -0.017 0.238 0.34
H -2.28187 -0.15652 -3.21904 0.095 0.137 0.181 0.34
H -2.14010 1.53453 -3.68402 0.149 0.004 0.233 0.22
C -3.45377 -1.95536 1.31797 -0.046 -0.123 -0.060 -1.50
C -2.26252 -1.00846 1.25527 -0.104 -0.382 -0.235 0.47
C -2.49107 0.29799 2.01535 0.371 0.008 -0.057 0.05
C -3.55344 1.11560 1.41487 -0.967 0.743 -0.340 -0.17
N -4.39610 1.75998 0.94378 1.091 -0.870 0.571 -0.50
H -4.33654 -1.52537 0.83541 0.074 0.004 0.081 0.35
H -3.21685 -2.89130 0.80259 -0.068 0.092 0.095 0.44
H -3.70976 -2.19492 2.35508 -0.010 0.001 -0.098 0.31
H -2.02381 -0.79861 0.20521 0.038 0.118 0.234 -0.18
H -1.39142 -1.51646 1.68568 -0.031 0.189 -0.020 0.16
H -1.55790 0.87244 2.01677 -0.218 0.130 -0.057 0.30
H -2.73205 0.08329 3.06298 -0.156 0.120 -0.158 0.22
C 3.83780 6.90313 -0.34873 0.126 -0.051 -0.047 -1.15
C 2.92695 8.12357 -0.32551 0.455 0.005 0.012 -0.50
C 1.44199 7.76821 -0.39868 -0.015 0.362 0.103 -0.13
C 1.07781 7.14905 -1.67997 -0.418 -0.591 -0.976 0.26
N 0.79027 6.65533 -2.69031 0.402 0.605 1.320 -0.50
H 3.74899 6.35151 -1.28940 -0.036 0.033 0.108 0.35
H 4.88229 7.21222 -0.24282 -0.132 -0.089 -0.006 0.33
H 3.60084 6.22161 0.47461 0.036 0.040 -0.093 0.30
H 3.19758 8.79106 -1.15308 -0.165 -0.064 0.144 0.31
H 3.10961 8.67622 0.60365 -0.172 -0.016 -0.147 0.31
H 0.85396 8.68330 -0.26592 -0.078 -0.209 -0.134 0.31
H 1.17696 7.09905 0.42818 -0.015 -0.028 -0.218 0.14
C 2.98371 -3.48451 -0.67994 0.142 -0.093 -0.237 -1.29
C 2.07287 -2.26407 -0.65672 0.344 0.037 0.060 -0.40
C 0.58791 -2.61943 -0.72989 -0.001 0.277 0.077 0.77
C 0.22373 -3.23859 -2.01118 -0.477 -0.633 -0.947 0.08
N -0.06381 -3.73231 -3.02152 0.389 0.691 1.219 -0.55
H 2.89491 -4.03614 -1.62061 -0.096 -0.002 0.075 0.41
H 4.02821 -3.17542 -0.57403 -0.273 -0.112 -0.113 0.34
H 2.74676 -4.16603 0.14340 0.012 0.018 -0.055 0.29
H 2.34350 -1.59658 -1.48429 -0.159 -0.038 0.151 0.20
H 2.25553 -1.71142 0.27245 -0.181 -0.072 -0.310 0.42
H -0.00012 -1.70434 -0.59713 -0.009 -0.142 -0.171 -0.63
H 0.32288 -3.28858 0.09697 -0.023 -0.083 -0.234 0.39
C -1.87646 -6.59918 -4.32818 0.128 -0.010 0.011 -1.07
C -2.82331 -7.70361 -3.87726 0.310 -0.027 -0.373 -0.44
C -3.72092 -7.28859 -2.71157 -0.161 -0.282 -0.120 -0.34
C -2.95814 -7.03017 -1.48312 0.568 0.377 1.141 0.25
N -2.35560 -6.82112 -0.51335 -0.777 -0.290 -1.305 -0.46
H -1.16855 -6.32789 -3.53932 -0.124 0.057 -0.103 0.28
H -1.29628 -6.93253 -5.19420 -0.063 0.089 0.105 0.35
H -2.43156 -5.70101 -4.61746 0.112 -0.058 0.054 0.29
H -2.23850 -8.59167 -3.60706 -0.195 0.101 0.035 0.30
H -3.45838 -7.98510 -4.72554 -0.035 -0.030 0.224 0.31
H -4.44271 -8.09054 -2.52007 0.089 0.157 0.177 0.28
H -4.30094 -6.39949 -2.98504 0.165 -0.040 0.171 0.27
C 7.63297 -3.61597 1.49929 0.123 0.051 -0.056 -1.17
C 6.83755 -3.67632 2.79671 0.434 0.067 -0.053 -0.50
C 5.33517 -3.85020 2.57446 0.028 -0.090 0.333 -0.21
C 4.73056 -2.68913 1.90810 -0.595 0.950 -0.474 0.17
N 4.25298 -1.77408 1.37722 0.938 -1.028 1.094 -0.52
H 7.35715 -2.74500 0.89731 -0.017 -0.099 0.039 0.33
H 8.70280 -3.54268 1.71796 -0.132 -0.019 -0.083 0.35
H 7.47082 -4.51634 0.89800 0.022 0.100 0.035 0.30
H 7.03109 -2.76794 3.38070 -0.132 -0.166 -0.035 0.30
H 7.20413 -4.52209 3.39037 -0.198 0.122 -0.014 0.35
H 4.84991 -3.99526 3.54620 -0.161 0.094 -0.223 0.24
H 5.14690 -4.75718 1.98825 -0.081 0.223 -0.044 0.32
C -1.03150 -1.66394 5.69229 -0.089 -0.064 0.124 -0.88
C 0.36389 -1.05942 5.77646 -0.317 0.053 0.288 -0.58
C 1.25579 -1.43626 4.59355 0.164 0.274 0.145 0.06
C 1.55570 -2.87371 4.55518 0.273 -1.233 -0.243 0.23
N 1.78914 -4.01020 4.52146 -0.263 1.498 0.079 -0.52
H -1.00031 -2.75698 5.72863 0.005 0.104 -0.064 0.36
H -1.64045 -1.32131 6.53462 0.035 -0.063 -0.144 0.36
H -1.53347 -1.36366 4.76688 0.023 -0.052 0.059 0.01
H 0.83415 -1.36804 6.71841 0.021 0.072 -0.206 0.32
H 0.26851 0.03234 5.80954 0.161 -0.144 -0.057 0.33
H 2.19600 -0.87861 4.66975 -0.034 -0.225 -0.137 0.30
H 0.78066 -1.12868 3.65475 0.095 -0.200 0.056 0.01
```
Forces are in eV/Å.


The following is a DFT calculation (ωB97M-V with the def2-TZVPD basis set) of 6 unconnected molecules or ions with the total composition C31H47BN2O14S2.

As for the HOMO-LUMO gap: 7.91 eV. Its SMILES is CCOB(O)[C@@H](CCCSC(=S)n1ccnc1)OC=O.O=C1CCCO1.O=C1CCCO1.O=C1CCCO1.O=C1CCCO1.O=C1CCCO1. Its net charge is 0. For the highest occupied orbital energy, the calculation gives -9.26 eV.

```
97
Properties=species:S:1:pos:R:3:forces:R:3:mulliken_charge:R:1
C -0.14279 0.93532 1.04011 -0.381 -0.694 0.368 -0.23
C -1.45412 0.06435 1.23944 0.714 1.172 2.163 0.32
O -1.29050 -1.30163 0.83840 -0.368 0.231 -1.897 -0.30
B -1.35355 -1.45375 -0.58022 1.002 0.274 1.254 0.70
O -0.13300 -1.60859 -1.23444 -1.371 0.919 0.379 -0.50
C -2.82383 -1.49232 -1.24940 -0.341 -0.179 0.689 0.32
C -3.52624 -0.12812 -1.57453 -0.517 0.032 -0.122 -1.23
C -2.67692 1.15494 -1.84578 -0.492 0.831 -1.072 0.34
C -2.30607 1.42414 -3.37892 -0.262 1.846 1.354 -0.86
S -0.55520 1.03598 -3.79662 0.344 -0.613 0.214 -0.11
C 0.51670 1.93763 -2.63894 -0.007 0.596 0.803 0.18
S 0.20365 3.44047 -2.05141 -0.027 -1.026 -0.339 -0.22
N 1.69103 1.21379 -2.23246 -1.527 0.464 -1.386 0.30
C 2.13105 0.10153 -2.93488 3.150 -2.466 1.090 -0.28
C 3.28873 -0.39948 -2.23975 -3.387 2.875 -0.740 -0.48
N 3.47391 0.48705 -1.16796 0.007 0.430 0.538 -0.65
C 2.55436 1.45338 -1.14411 1.182 -2.402 -1.319 -0.15
O -2.77180 -2.47181 -2.35749 0.416 1.009 -0.917 -0.27
C -2.32144 -1.93542 -3.53975 -0.471 0.186 -0.587 0.07
O -1.27707 -2.17979 -4.07094 -0.251 -0.348 0.552 -0.37
H 0.00904 1.26190 -0.01502 -0.084 -0.156 0.854 -0.43
H 0.71262 0.28372 1.34479 -0.557 0.515 -0.367 0.28
H -0.14385 1.81108 1.74699 -0.180 -0.707 -0.871 0.28
H -1.60537 0.03851 2.36717 -0.011 -0.021 -1.422 -0.21
H -2.35902 0.57665 0.82350 0.643 -0.601 0.051 0.09
H -0.11470 -1.07854 -2.05411 0.067 -0.779 -0.116 -0.14
H -3.47467 -2.00750 -0.48616 0.640 0.383 -0.875 0.07
H -4.22947 0.10222 -0.72596 0.815 -0.283 -0.701 0.44
H -4.20911 -0.28665 -2.45928 0.571 0.135 0.887 0.57
H -3.33664 2.03206 -1.58208 0.639 -0.895 -0.110 0.33
H -1.75066 1.30423 -1.24554 -0.752 -0.472 -0.250 -0.41
H -3.04151 0.95807 -4.08317 1.162 0.014 0.396 0.45
H -2.41716 2.53365 -3.54317 0.136 -1.069 0.113 0.53
H 1.75138 -0.39500 -3.84683 -0.317 1.021 0.789 0.44
H 3.87625 -1.29840 -2.51361 -0.318 1.036 0.596 0.36
H 2.48036 2.27917 -0.41386 -0.146 -0.738 -0.775 0.45
H -3.03637 -1.25968 -4.09308 0.195 -0.468 0.851 0.29
O -1.43136 1.01092 4.68716 0.226 -0.002 0.381 -0.61
C -1.13316 0.03192 5.31946 -0.123 -0.025 -0.522 0.51
O -0.20998 0.03139 6.31143 -0.232 0.247 -0.217 -0.34
C -0.01143 -1.31347 6.78234 0.186 -0.345 0.254 -0.43
C -1.26946 -2.06117 6.39295 -0.197 -0.427 0.064 -0.56
C -1.67574 -1.36125 5.10837 -0.072 -0.180 0.427 -0.05
H 0.88066 -1.72197 6.30121 -0.047 0.047 -0.030 0.25
H 0.14305 -1.30368 7.86079 0.074 0.244 -0.086 0.33
H -1.11529 -3.13420 6.27978 0.092 0.070 -0.027 0.32
H -2.04093 -1.91021 7.15294 0.068 0.003 -0.013 0.29
H -1.19167 -1.80266 4.23316 -0.068 0.049 -0.052 -0.11
H -2.75647 -1.34456 4.98123 0.101 0.121 -0.295 0.40
O -0.14575 -5.25660 4.16535 0.122 0.467 0.011 -0.59
C 0.41164 -4.89966 3.16408 -0.414 -0.396 0.155 0.46
O 0.63234 -3.59927 2.85075 -0.032 -0.209 0.269 -0.30
C 1.21973 -3.51129 1.54064 0.154 0.246 -0.424 0.24
C 1.85081 -4.86541 1.29482 0.229 -0.242 -0.200 -0.58
C 0.92320 -5.79636 2.05995 0.517 0.199 -0.150 -0.46
H 0.43183 -3.28272 0.82133 0.039 0.029 0.077 -0.38
H 1.95523 -2.70782 1.52312 -0.197 0.088 0.152 0.35
H 1.94694 -5.10992 0.23720 -0.038 0.100 0.033 0.35
H 2.84931 -4.89611 1.73884 -0.049 0.013 -0.039 0.31
H 0.07941 -6.12391 1.44936 -0.014 -0.075 0.113 0.26
H 1.45639 -6.65274 2.46761 -0.333 -0.090 0.065 0.33
O 2.81670 9.61769 -3.77912 -0.300 -0.208 0.236 -0.57
C 2.90583 8.44220 -3.56912 0.319 0.553 -0.085 0.45
O 2.21293 7.79409 -2.59610 0.031 0.156 -0.216 -0.33
C 2.63036 6.42159 -2.54007 -0.028 -0.303 0.168 0.01
C 3.22744 6.13067 -3.90190 0.171 -0.323 -0.244 -0.50
C 3.81560 7.47624 -4.29153 -0.267 -0.501 -0.108 -0.37
H 3.36085 6.31203 -1.73412 -0.030 0.028 -0.014 0.24
H 1.77166 5.78683 -2.32571 -0.017 0.229 0.111 -0.07
H 3.95506 5.31904 -3.88836 -0.060 0.016 0.079 0.34
H 2.43454 5.85970 -4.60425 0.029 -0.010 0.062 0.26
H 4.83369 7.60028 -3.91743 -0.018 0.109 -0.078 0.26
H 3.78047 7.63638 -5.36710 0.187 0.270 0.103 0.28
O 2.78006 5.68810 3.70295 -0.210 -0.336 -0.173 -0.59
C 1.97527 5.10693 4.37494 0.238 0.552 -0.137 0.46
O 1.03087 4.27374 3.86834 0.304 0.176 0.027 -0.31
C 0.16171 3.82903 4.92501 -0.302 -0.377 0.107 0.32
C 0.96208 4.00657 6.19854 0.025 -0.009 0.389 -0.52
C 1.82270 5.21688 5.87457 -0.095 -0.526 0.244 -0.38
H -0.74306 4.44340 4.91402 0.050 0.023 -0.026 0.20
H -0.11611 2.78939 4.75874 0.010 0.210 -0.197 -0.26
H 0.33915 4.13318 7.08394 -0.036 -0.035 -0.087 0.38
H 1.60130 3.13448 6.35916 -0.083 0.015 -0.014 0.25
H 1.31511 6.15396 6.11194 0.129 0.046 -0.039 0.25
H 2.79029 5.16911 6.37002 0.011 0.325 -0.136 0.29
O 0.60249 -6.54913 -5.04312 -0.249 -0.398 0.037 -0.58
C -0.59145 -6.48127 -5.10126 0.533 0.334 -0.220 0.42
O -1.40011 -7.55810 -5.29840 0.169 0.070 0.106 -0.36
C -2.76021 -7.12084 -5.42666 -0.328 -0.087 -0.043 -0.47
C -2.80878 -5.76534 -4.75024 -0.251 0.321 0.110 -0.42
C -1.41620 -5.21910 -5.01730 -0.438 -0.178 0.360 -0.03
H -3.00896 -7.06424 -6.48997 0.032 0.000 0.023 0.25
H -3.42203 -7.84227 -4.94815 0.195 -0.127 -0.078 0.33
H -3.61093 -5.12711 -5.12214 -0.004 -0.099 -0.022 0.35
H -2.95236 -5.89285 -3.67406 -0.021 -0.002 -0.066 0.23
H -1.36056 -4.69368 -5.97270 0.138 0.048 0.069 0.21
H -1.07271 -4.57999 -4.20809 0.262 0.053 -0.269 0.03
```
Forces are in eV/Å.


The following is a DFT calculation (ωB97M-V with the def2-TZVPD basis set) of 2 unconnected molecules or ions with the total composition C2H3ClS.

As for the HOMO-LUMO gap (alpha / beta): 7.64 / 7.64 eV. Its net charge is 0. For the highest occupied orbital energy (alpha / beta), the calculation gives -7.93 / -7.94 eV.

```
7
Properties=species:S:1:pos:R:3:forces:R:3:nbo_charge:R:1
C -0.38234 0.16729 1.24682 0.757 -0.838 -2.970 -0.34
C 0.35886 -0.17332 -0.97240 -0.125 5.281 3.318 -0.40
S 0.21797 -0.82686 2.27346 0.304 -0.387 0.772 0.16
Cl -0.90964 0.38951 -2.02338 0.246 -0.192 -0.001 -0.02
H -1.12442 0.94564 1.41859 0.084 0.110 -0.491 0.19
H 1.18984 0.64931 -0.81078 -1.691 -2.065 -0.682 0.22
H 0.64973 -1.15157 -1.13230 0.424 -1.908 0.054 0.19
```
Forces are in eV/Å.


| no. | energy (eV) | molecular weight (g/mol) |
| --- | --- | --- |
| 1 | -60453.033 | 622.84 |
| 2 | -86902.202 | 746.66 |
| 3 | -25476.312 | 94.57 |